Record 1
ORCA calculation (wB97M-V/def2-TZVPD) on an isolated ion of composition C23H37N6O2S and charge +1 at a distorted geometry.

CARTESIAN COORDINATES (ANGSTROEM)
C  -5.5389  -3.8131  -4.2223
C  -4.5466  -3.1898  -3.2982
C  -3.6066  -2.2787  -3.7774
C  -2.6727  -1.7139  -2.9287
C  -2.6848  -2.0735  -1.5942
S  -1.5223  -1.3142  -0.4949
O  -1.4084  -2.0355  0.7449
O  -0.2776  -1.0174  -1.1660
C  -2.2290  0.3708  -0.0411
N  -1.1028  1.2218  -0.0352
N  -0.8174  1.9802  -1.1039
N  0.3741  2.3595  -1.0061
N  0.9398  1.8755  0.0999
C  0.0261  1.1541  0.7188
C  0.2048  0.4403  2.0216
C  -0.2409  1.3434  3.1920
C  -1.7567  1.5146  3.3442
C  -2.0328  2.5760  4.4094
C  -2.4412  0.2062  3.7366
N  1.5528  -0.0279  2.2574
C  1.9805  -1.2056  1.5530
C  2.5578  -0.9155  0.1469
N  3.2004  0.4224  0.1027
C  4.2082  0.5836  -0.9898
C  4.4208  2.0680  -1.3003
C  3.3407  2.4425  -2.3312
C  2.7924  1.1145  -2.8774
C  3.7378  0.0417  -2.3391
C  3.7669  0.7212  1.4323
C  2.6193  0.9464  2.4242
C  -3.6034  -2.9722  -1.0867
C  -4.5313  -3.5300  -1.9462
H  -5.1456  -4.7589  -4.5955
H  -5.7355  -3.1721  -5.0773
H  -6.4732  -4.0224  -3.7082
H  -3.6079  -2.0118  -4.8230
H  -1.9322  -1.0154  -3.2855
H  -2.7121  0.2791  0.9276
H  -2.9170  0.6964  -0.8180
H  -0.4226  -0.4545  2.0088
H  0.2100  2.3316  3.0807
H  0.1568  0.8930  4.1020
H  -2.1728  1.8806  2.3975
H  -3.1030  2.7130  4.5380
H  -1.6099  2.2733  5.3639
H  -1.5989  3.5325  4.1278
H  -3.5158  0.3546  3.8124
H  -2.0778  -0.1222  4.7071
H  -2.2572  -0.5950  3.0232
H  1.1362  -1.8883  1.4476
H  2.7334  -1.7022  2.1728
H  1.7532  -0.9479  -0.5894
H  3.3021  -1.6749  -0.0983
H  2.4217  1.1354  -0.0387
H  5.1211  0.0857  -0.6498
H  5.4140  2.1878  -1.7320
H  4.3709  2.7042  -0.4190
H  2.5405  3.0213  -1.8751
H  3.7718  3.0466  -3.1259
H  2.7599  1.1033  -3.9638
H  1.7767  0.9425  -2.5216
H  4.6170  -0.0314  -2.9804
H  3.2778  -0.9414  -2.2961
H  4.3844  1.6175  1.3833
H  4.4005  -0.1149  1.7362
H  2.2238  1.9535  2.2884
H  3.0215  0.8738  3.4428
H  -3.5681  -3.2297  -0.0402
H  -5.2523  -4.2380  -1.5674

Summary:
* DFT total energy: -48315.68871 eV
* E_HOMO: -11.7 eV
* 2S+1: 1
* orbital gap: 9.43 eV
* net charge: +1

***

Record 2
ORCA calculation (wB97M-V/def2-TZVPD) on a 2-piece molecular cluster, C2H8NO overall at a distorted geometry.

CARTESIAN COORDINATES (ANGSTROEM)
O  1.9449  1.1633  0.5693
H  0.5049  0.2997  0.2871
H  2.6169  1.1313  -0.0762
H  2.1566  1.7151  1.2934
C  -0.4508  -1.0524  -1.0775
C  -1.4057  0.1971  0.7856
N  -0.4177  -0.1372  0.0580
H  -0.2964  -2.0554  -0.6583
H  -1.4092  -1.1104  -1.5817
H  0.3949  -0.7973  -1.7042
H  -1.2948  0.9350  1.5660
H  -2.3437  -0.2888  0.5385

Summary:
* DFT total energy: -5734.16417 eV
* E_HOMO: -16.8 eV
* 2S+1: 1
* orbital gap: 12.01 eV
* net charge: +1

***

Record 3
ORCA calculation (wB97M-V/def2-TZVPD) on a 2-piece molecular cluster, C5H10NO3P overall at a distorted geometry.

CARTESIAN COORDINATES (ANGSTROEM)
C  -2.1506  0.7720  -0.0365
C  -2.2608  -1.5216  -0.8752
C  0.6105  2.4791  0.6343
C  2.3995  -1.2809  0.6687
C  -1.7065  -0.5371  0.0400
N  -2.3602  1.9055  -0.1026
O  1.2575  -0.3884  -1.8916
O  0.8916  1.8461  -0.6306
O  1.7538  -0.0352  0.6782
P  0.8004  0.2101  -0.6259
H  -1.8625  -2.6367  -0.8184
H  -2.0107  -1.3890  -1.9813
H  -3.3011  -1.4370  -0.7021
H  0.0428  1.7143  1.1640
H  -0.0700  3.2932  0.3257
H  1.5567  2.7838  1.2378
H  2.0168  -2.0051  1.2729
H  3.4568  -1.1036  0.8965
H  2.1932  -1.7313  -0.2803
H  -1.2573  -0.9382  1.0263

Summary:
* DFT total energy: -22266.41475 eV
* E_HOMO (alpha / beta): -9.0 / -9.0 eV
* 2S+1: 1
* orbital gap (alpha / beta): 7.78 / 7.78 eV

***

Record 4
ORCA calculation (wB97M-V/def2-TZVPD) on C46H81B2BiN9OP2 as an isolated structure.

CARTESIAN COORDINATES (ANGSTROEM)
Bi  -0.2184  0.7190  0.8535
C  -3.9592  2.4504  0.5534
C  -3.1037  3.7172  0.5743
C  -3.9839  4.9512  0.7653
C  -2.0454  3.6350  1.6396
C  -1.8305  4.5672  2.6552
C  -0.8502  4.0205  3.4534
N  -0.4708  2.8428  2.9488
N  -1.1964  2.6049  1.8121
B  0.0834  1.6976  3.9191
N  -0.9701  0.5572  3.9119
C  -1.5726  0.1429  5.0330
C  -2.6217  -0.6775  4.6965
C  -2.6297  -0.7034  3.2981
N  -1.6015  0.0206  2.8284
C  -3.6485  -1.4213  2.4577
C  -4.2622  -2.5960  3.2197
C  -4.7494  -0.4851  1.9447
N  1.5097  1.2037  3.6926
C  2.5924  1.8197  4.2208
C  3.6702  0.9903  4.0707
C  3.1511  -0.1466  3.4088
N  1.8516  -0.0085  3.1868
C  3.9119  -1.3978  3.0627
C  3.0274  -2.4425  2.3961
C  4.5762  -1.9749  4.3163
H  -4.6887  2.4939  -0.2563
H  -4.4951  2.3450  1.4991
H  -3.3482  1.5598  0.4101
H  -2.6191  3.8273  -0.3934
H  -4.4914  4.9240  1.7312
H  -4.7455  4.9760  -0.0138
H  -3.4102  5.8767  0.7019
H  -2.3489  5.4972  2.8017
H  -0.4330  4.3761  4.3800
H  0.0484  2.2145  5.0017
H  -1.2178  0.4668  5.9969
H  -3.3099  -1.1584  5.3688
H  -3.1476  -1.8313  1.5915
H  -4.9142  -2.2430  4.0210
H  -3.5002  -3.2426  3.6560
H  -4.8718  -3.1930  2.5405
H  -5.1307  0.1430  2.7520
H  -5.5814  -1.0715  1.5515
H  -4.3886  0.1590  1.1441
H  2.5062  2.7770  4.7095
H  4.6796  1.1598  4.4071
H  4.7106  -1.1201  2.3676
H  2.3413  -2.8712  3.1304
H  3.6337  -3.2513  1.9843
H  2.4242  -2.0036  1.6008
H  3.8148  -2.2695  5.0412
H  5.2340  -1.2494  4.7956
H  5.1697  -2.8557  4.0647
C  1.3119  -4.7237  0.4158
C  -0.0909  -4.0829  0.4261
C  -0.0996  -3.1027  1.6075
C  -1.1562  -5.1562  0.6660
P  -0.3001  -3.0559  -1.1405
C  -2.0072  -2.2971  -0.8765
N  -2.1809  -0.9475  -1.4261
B  -1.5767  0.2758  -0.9943
N  -1.7920  1.2431  -2.0293
C  -1.1755  2.5543  -2.1913
P  0.5857  2.4452  -1.6120
C  1.4438  1.6983  -3.1177
C  1.1533  0.1962  -3.0866
C  0.9528  2.2239  -4.4715
C  2.9591  1.9034  -3.0068
C  1.1141  4.2336  -1.3677
C  2.4514  4.2099  -0.6090
C  0.0829  4.8952  -0.4464
C  1.2393  5.0832  -2.6330
C  -2.6016  0.6525  -3.0004
C  -3.1382  1.1845  -4.1640
C  -3.9681  0.3791  -4.9301
C  -4.2752  -0.9181  -4.5264
C  -3.7383  -1.4533  -3.3642
C  -2.8731  -0.6706  -2.6135
C  -0.5520  -4.2470  -2.5979
C  -1.8733  -5.0225  -2.6172
C  -0.4728  -3.3805  -3.8576
C  0.5997  -5.2533  -2.6787
H  1.3254  -5.5734  1.1030
H  2.0592  -4.0079  0.7577
H  1.6304  -5.0842  -0.5559
H  0.3003  -3.6101  2.4902
H  -1.0976  -2.7677  1.8683
H  0.5321  -2.2285  1.4282
H  -1.0508  -5.5445  1.6835
H  -1.0424  -5.9993  -0.0158
H  -2.1722  -4.7661  0.5691
H  -2.1155  -2.2188  0.1954
H  -2.7980  -2.9567  -1.2296
H  -1.6860  3.3072  -1.6020
H  -1.2396  2.8679  -3.2312
H  0.1054  -0.0071  -3.3019
H  1.4067  -0.2581  -2.1273
H  1.7440  -0.2853  -3.8713
H  -0.0544  1.8743  -4.7032
H  1.6107  1.8085  -5.2402
H  0.9824  3.3047  -4.5707
H  3.3397  1.6381  -2.0195
H  3.2483  2.9304  -3.2249
H  3.4519  1.2659  -3.7460
H  2.3771  3.6098  0.3013
H  2.7172  5.2299  -0.3203
H  3.2647  3.8126  -1.2110
H  -0.1574  4.2650  0.4122
H  -0.8392  5.1487  -0.9736
H  0.5031  5.8258  -0.0581
H  2.0569  4.7683  -3.2775
H  1.4432  6.1145  -2.3311
H  0.3151  5.0915  -3.2138
H  -2.9414  2.2059  -4.4639
H  -4.4036  0.7746  -5.8377
H  -4.9525  -1.5158  -5.1213
H  -4.0117  -2.4496  -3.0526
H  -2.6960  -4.3990  -2.9529
H  -2.1360  -5.4579  -1.6550
H  -1.7897  -5.8425  -3.3358
H  -1.2372  -2.6043  -3.8770
H  -0.6218  -4.0132  -4.7382
H  0.5039  -2.9078  -3.9422
H  0.5289  -6.0254  -1.9124
H  1.5757  -4.7682  -2.6045
H  0.5548  -5.7521  -3.6506
C  5.9888  -0.3298  -0.3322
N  4.6860  0.2768  -0.0942
C  4.6640  1.6055  0.5003
C  3.5313  -0.3532  -0.3872
C  3.6275  -1.7398  -0.9725
O  2.4344  0.1878  -0.2303
H  6.7474  0.4442  -0.2469
H  6.0571  -0.7545  -1.3323
H  6.2153  -1.1105  0.3980
H  5.3711  1.6452  1.3280
H  3.6687  1.8114  0.8795
H  4.9408  2.3662  -0.2343
H  4.3173  -2.3716  -0.4131
H  3.9809  -1.6858  -2.0053
H  2.6331  -2.1816  -0.9593

Summary:
* DFT total energy: -90245.32914 eV
* E_HOMO: -10.3 eV
* 2S+1: 1
* orbital gap: 7.71 eV
* net charge: +1

***

Record 5
ORCA calculation (wB97M-V/def2-TZVPD) on a 2-piece molecular cluster, C4H6N2O overall at a distorted geometry.

CARTESIAN COORDINATES (ANGSTROEM)
C  1.0992  -1.2425  0.3515
C  -1.0535  0.1323  -1.0424
C  -1.0415  0.1464  0.4689
C  0.3141  -0.3852  1.0921
N  1.9326  -1.4924  -0.4102
N  1.7503  1.2402  0.4013
O  2.2601  0.8416  -0.5541
H  -0.7159  -0.7764  -1.4370
H  -0.0403  0.6571  -1.2282
H  -1.9277  0.4870  -1.4646
H  -1.2396  1.1095  0.6768
H  -1.8196  -0.4663  0.9441
H  0.4816  -0.2513  2.2018

Summary:
* DFT total energy: -9267.90993 eV
* E_HOMO (alpha / beta): -8.6 / -8.8 eV
* 2S+1: 1
* orbital gap (alpha / beta): 8.07 / 8.08 eV